1.
C38H99F2N6O22S2 | ωB97M-V/def2-TZVPD

Frontier orbital gap, Ha: 0.32848
ΔE to the lowest compared entry with this formula, charge and spin, kJ/mol: 577.1

Geometry as ORCA input:
```
! wB97M-V def2-TZVPD RIJCOSX def2/J DEFGRID3
* xyz -1 1
N -20.4986 -14.0353 15.2958
S -19.5656 -13.7451 16.4815
O -20.1279 -13.7421 17.8515
O -18.4128 -12.8940 16.2041
F -18.7735 -15.1612 16.4732
S -21.1375 -12.4737 15.4764
O -20.3605 -11.3294 14.9773
O -22.1160 -12.2258 16.5419
F -22.1084 -12.5610 14.1950
C -21.7661 -5.7718 8.3419
O -22.8735 -5.8571 9.2733
C -22.6097 -6.7562 10.3778
C -23.7626 -6.4299 11.3774
N -23.6893 -5.0643 11.7489
C -22.7861 -4.8162 12.8800
C -22.4762 -3.3572 13.0767
O -21.6434 -2.7739 12.0135
C -20.9840 -1.6074 12.4571
H -21.8152 -6.5599 7.5906
H -20.8004 -5.8359 8.8432
H -21.7666 -4.8726 7.7257
H -21.6973 -6.4914 10.9120
H -22.6239 -7.8233 10.1559
H -23.6544 -7.0557 12.2633
H -24.7436 -6.5853 10.9284
H -23.3098 -4.5755 10.9507
H -21.9086 -5.4495 12.7498
H -23.2183 -5.2865 13.7632
H -21.9274 -3.3214 14.0178
H -23.4187 -2.8120 13.1261
H -20.3394 -1.6942 13.3317
H -21.6905 -0.7809 12.5337
H -20.2436 -1.5042 11.6638
C -29.5954 -10.0429 16.4895
O -30.9640 -9.8419 16.4269
C -31.6964 -10.9869 16.8668
C -33.1884 -10.8260 16.6042
N -33.5592 -11.0911 15.2020
C -35.0075 -11.2175 15.1045
C -35.3724 -11.3955 13.5684
O -34.8616 -12.7061 13.0930
C -34.8916 -13.0279 11.7372
H -29.1844 -10.7442 15.7633
H -29.2893 -10.2982 17.5040
H -29.0720 -9.1058 16.3000
H -31.5236 -11.1506 17.9305
H -31.2206 -11.8235 16.3553
H -33.4993 -9.8153 16.8688
H -33.7340 -11.4748 17.2894
H -33.1060 -11.8984 14.7983
H -35.5517 -10.3694 15.5201
H -35.3358 -12.0935 15.6639
H -35.1600 -10.5183 12.9572
H -36.4438 -11.5781 13.4866
H -34.5655 -14.0026 11.3743
H -34.4195 -12.2709 11.1109
H -35.9538 -13.0726 11.4970
C -17.8482 -16.0784 28.4574
O -16.9753 -15.4127 27.6041
C -16.4092 -14.2788 28.1883
C -15.3720 -13.6029 27.2138
N -15.9301 -12.9998 25.9847
C -16.6845 -13.9350 25.1056
C -15.7604 -15.1414 24.6097
O -14.5049 -14.5937 24.0744
C -14.5982 -14.2674 22.7106
H -18.7717 -15.4994 28.4502
H -17.4996 -16.1454 29.4880
H -18.0508 -17.0675 28.0466
H -15.8651 -14.6597 29.0526
H -17.2124 -13.6223 28.5228
H -14.6252 -14.3407 26.9206
H -14.7476 -13.0228 27.8934
H -15.1771 -12.7430 25.3625
H -16.9939 -13.3609 24.2322
H -17.6137 -14.2569 25.5757
H -16.3070 -15.7435 23.8838
H -15.4779 -15.8044 25.4274
H -15.0174 -15.0462 22.0735
H -13.6238 -14.0633 22.2669
H -15.3782 -13.5266 22.5350
C -10.4458 -19.1597 8.4216
O -11.4744 -19.0692 9.4565
C -12.7981 -18.8877 8.9426
C -13.8326 -18.5469 10.0112
N -13.8214 -19.5708 11.1106
C -14.6631 -19.1228 12.2148
C -14.4113 -20.0285 13.4739
O -13.0161 -20.0447 13.8294
C -12.6787 -20.6708 15.0720
H -10.3648 -18.2334 7.8527
H -10.6927 -19.8595 7.6232
H -9.5196 -19.3998 8.9436
H -13.1634 -19.7921 8.4560
H -12.8185 -18.0907 8.1993
H -14.8448 -18.3921 9.6376
H -13.5399 -17.5477 10.3337
H -12.9058 -19.8585 11.4252
H -15.7417 -19.0795 12.0635
H -14.4312 -18.0747 12.4040
H -14.7431 -21.0427 13.2519
H -15.1053 -19.8101 14.2856
H -13.1423 -20.1064 15.8811
H -11.5950 -20.6810 15.1889
H -13.0266 -21.6949 15.2074
C -14.2705 -4.4552 27.6232
O -15.2096 -5.4052 28.0835
C -15.9535 -5.8749 26.9671
C -17.2024 -6.5977 27.4301
N -17.8946 -7.2739 26.3215
C -18.4880 -6.4531 25.3410
C -18.9968 -7.1903 24.0604
O -18.0855 -7.1721 23.0002
C -18.4420 -7.9024 21.8486
H -14.6617 -3.6395 27.0152
H -13.5194 -4.9697 27.0238
H -13.7207 -3.9910 28.4420
H -15.3203 -6.6007 26.4568
H -16.2748 -5.0336 26.3530
H -17.9212 -5.9162 27.8850
H -16.9939 -7.4004 28.1375
H -17.4473 -8.1344 26.0392
H -17.9467 -5.5920 24.9492
H -19.4370 -6.0875 25.7333
H -19.8418 -6.6490 23.6350
H -19.3544 -8.1758 24.3590
H -18.7044 -8.9349 22.0791
H -17.5949 -7.9964 21.1692
H -19.2471 -7.3496 21.3644
C -20.2372 -15.9110 9.8230
C -21.7135 -15.7625 9.9530
O -22.1879 -16.3624 11.2088
O -19.4583 -15.2287 10.8034
H -19.8286 -15.5782 8.8688
H -19.9169 -16.9528 9.8363
H -22.1427 -16.3005 9.1077
H -21.9507 -14.7002 9.8949
H -21.7340 -15.9370 11.9399
H -19.9760 -15.2415 11.6117
C -16.4552 -9.4824 9.9083
C -15.2194 -10.1908 10.5938
O -14.1803 -10.3766 9.6445
O -17.1539 -10.4105 9.0834
H -16.1463 -8.6247 9.3107
H -17.2206 -9.2191 10.6383
H -15.4309 -11.1780 11.0047
H -14.7568 -9.5589 11.3520
H -13.3753 -10.3266 10.1652
H -17.1761 -11.2708 9.5088
C -25.9375 -13.0531 22.6941
C -24.7551 -12.1180 22.7081
O -25.0740 -10.8483 23.1523
O -26.2883 -13.4492 24.0402
H -25.6204 -13.9218 22.1171
H -26.7562 -12.5282 22.2018
H -24.3272 -11.9878 21.7141
H -24.0060 -12.3959 23.4495
H -25.3198 -10.9429 24.0755
H -25.7614 -14.1816 24.3682
C -24.3465 -17.4691 17.9002
C -25.6653 -18.1873 18.3257
O -26.5566 -18.2109 17.2680
O -23.5264 -17.9851 16.8386
H -23.7360 -17.3847 18.7992
H -24.5846 -16.4302 17.6719
H -26.2338 -17.7212 19.1304
H -25.4344 -19.2443 18.4584
H -26.0983 -18.7602 16.6279
H -23.1516 -17.1906 16.4515
*
```

2.
C39H100N4O13 | ωB97M-V/def2-TZVPD

Frontier orbital gap, Ha: 0.32225
ΔE to the lowest compared entry with this formula, charge and spin, kJ/mol: 435.3
Structure (SMILES): COCCNCCOC.COCCNCCOC.COCCNCCOC.COCCNCCOC.CC(C)O.CC(C)O.CC(C)O.CC(C)O.CC(C)O

Geometry as ORCA input:
```
! wB97M-V def2-TZVPD RIJCOSX def2/J DEFGRID3
* xyz 0 1
C -11.5411 15.7201 -0.2750
O -10.1484 15.6752 0.1573
C -9.7550 16.6327 1.1700
C -8.3981 16.2967 1.7891
N -7.2706 16.5606 0.9125
C -6.0159 16.3385 1.6599
C -4.9383 16.4440 0.5822
O -4.7340 15.1491 -0.0631
C -3.4760 15.0056 -0.6383
H -12.0594 14.8015 0.0000
H -11.6907 15.8602 -1.3455
H -12.1581 16.4514 0.2471
H -10.4803 16.6115 1.9834
H -9.8027 17.6625 0.8159
H -8.4476 15.2638 2.1337
H -8.3996 17.0072 2.6157
H -7.2765 15.9075 0.1421
H -5.8177 15.3450 2.0622
H -5.8992 17.0287 2.4955
H -3.9768 16.6426 1.0558
H -5.1362 17.3021 -0.0601
H -3.5727 14.1413 -1.2954
H -2.8868 14.5933 0.1808
H -2.9625 15.8668 -1.0656
C -21.8488 5.9498 8.9263
O -22.5071 6.8973 8.0805
C -21.9029 7.1278 6.8224
C -22.8051 8.1834 6.1538
N -22.0593 8.9061 5.1318
C -22.7730 10.0820 4.6375
C -21.9631 10.7704 3.4950
O -21.7366 9.8652 2.4390
C -20.8374 10.3002 1.4813
H -20.7613 5.9861 8.8612
H -22.1873 4.9652 8.6036
H -22.2111 6.1633 9.9319
H -21.8312 6.3128 6.1022
H -20.8768 7.4495 7.0008
H -23.2062 8.9129 6.8574
H -23.6611 7.7029 5.6800
H -21.6714 8.3689 4.3695
H -22.8813 10.8481 5.4052
H -23.7700 9.8604 4.2568
H -21.0002 11.0884 3.8948
H -22.5109 11.6715 3.2190
H -19.9363 10.7315 1.9174
H -21.3363 11.1085 0.9466
H -20.6625 9.4810 0.7840
C -19.5682 20.8677 6.5721
O -20.5868 19.9684 6.1398
C -21.9189 20.3435 6.3852
C -22.8641 19.2168 5.7845
N -22.6349 18.9587 4.3284
C -23.4901 17.7911 3.9776
C -23.5500 17.7399 2.4616
O -24.2056 16.5681 2.0592
C -24.4070 16.4852 0.6339
H -18.6204 20.4047 6.2974
H -19.6211 20.8476 7.6606
H -19.7470 21.8685 6.1789
H -22.1519 21.3336 5.9934
H -21.9883 20.3697 7.4727
H -23.9152 19.4859 5.8888
H -22.7127 18.3474 6.4242
H -21.6378 18.8490 4.2102
H -24.5222 17.7992 4.3281
H -23.0627 16.8299 4.2632
H -22.5688 17.8365 1.9968
H -24.0834 18.6224 2.1083
H -25.0111 15.6449 0.2918
H -23.4304 16.3568 0.1673
H -24.8020 17.4219 0.2405
C -19.4391 15.1373 9.6594
O -19.5773 13.7358 9.8906
C -20.9320 13.2647 9.6192
C -20.9482 11.7937 10.0726
N -20.8093 11.6913 11.5376
C -20.5311 10.2884 11.8209
C -20.2298 10.1004 13.2956
O -19.0568 10.7661 13.7424
C -18.4367 10.2073 14.8634
H -19.5847 15.7633 10.5398
H -20.0021 15.5316 8.8134
H -18.3684 15.2213 9.4732
H -21.0369 13.4580 8.5516
H -21.6297 13.9019 10.1626
H -20.0792 11.3738 9.5662
H -21.8283 11.3028 9.6573
H -19.9827 12.1817 11.8481
H -19.7253 9.8257 11.2512
H -21.3976 9.6746 11.5750
H -20.1145 9.0270 13.4455
H -21.0887 10.4481 13.8695
H -19.0956 10.2400 15.7311
H -17.5874 10.7945 15.2127
H -18.1508 9.1642 14.7280
C -19.0208 18.3537 -2.7018
C -20.1585 17.4364 -3.3006
C -21.4886 18.1245 -3.4121
O -19.7660 17.1190 -4.6028
H -18.6790 19.1821 -3.3223
H -18.1744 17.7219 -2.4324
H -19.4402 18.7748 -1.7881
H -20.2041 16.5406 -2.6813
H -21.7791 18.6567 -2.5063
H -22.1793 17.4111 -3.8616
H -21.3719 18.9330 -4.1338
H -20.4844 16.5572 -4.9026
C -17.0598 11.1334 6.1821
C -16.8034 9.6037 6.3698
C -16.7314 8.9446 4.9203
O -15.5052 9.5113 6.8752
H -16.3573 11.5733 5.4742
H -16.9498 11.7547 7.0710
H -18.0649 11.3157 5.8019
H -17.5041 9.0558 6.9998
H -16.0774 9.5593 4.3019
H -17.6810 9.0221 4.3908
H -16.3559 7.9220 4.8828
H -15.5192 9.7914 7.7933
C -9.4102 16.5940 8.3141
C -10.9307 16.7806 8.1892
C -11.3133 18.2495 7.8428
O -11.3815 16.0768 7.0443
H -9.0174 17.1154 9.1870
H -8.8200 16.8170 7.4252
H -9.2819 15.5306 8.5160
H -11.4968 16.5148 9.0820
H -12.3722 18.3287 7.5968
H -10.8249 18.5894 6.9296
H -11.1903 18.9943 8.6290
H -11.4357 15.1436 7.2630
C -12.6680 21.5756 1.9072
C -13.1185 21.4922 0.4162
C -14.5395 21.9541 0.1920
O -12.3233 22.1969 -0.4404
H -13.0123 22.4496 2.4602
H -11.5928 21.4523 2.0372
H -13.1161 20.6576 2.2875
H -13.0963 20.4272 0.1849
H -15.1850 21.3103 0.7895
H -14.8687 21.8186 -0.8382
H -14.6741 22.9952 0.4856
H -12.5066 23.1363 -0.3664
C -17.9007 15.7783 2.7466
C -17.7215 16.4452 4.0967
C -16.1964 16.4575 4.4956
O -18.1626 17.7442 3.9310
H -17.5960 16.4507 1.9445
H -18.9325 15.5122 2.5175
H -17.3665 14.8294 2.6986
H -18.2818 15.8792 4.8408
H -15.7866 15.4538 4.6090
H -16.1056 16.9457 5.4659
H -15.6714 17.0089 3.7156
H -17.9991 18.1718 4.7748
*
```

3.
C39H102N12O15 | ωB97M-V/def2-TZVPD

Frontier orbital gap (spin up / spin down), Ha: 0.06624 / 0.29159
⟨S²⟩: 0.750

Geometry as ORCA input:
```
! wB97M-V def2-TZVPD RIJCOSX def2/J DEFGRID3
* xyz -1 2
C -17.7534 -0.8676 6.3154
O -17.1386 0.1424 6.2996
N -19.0240 -0.9837 5.9727
N -17.4145 -2.0822 6.6754
H -19.5152 -0.1633 5.6474
H -19.4543 -1.8969 6.0025
H -18.1394 -2.7690 6.8264
H -16.4419 -2.1221 6.9447
C -18.5102 4.1937 3.3600
O -17.6892 4.2078 4.2759
N -19.0619 5.1693 2.7254
N -18.9908 3.1247 2.8496
H -19.8391 5.0682 2.0883
H -18.7069 6.0699 3.0136
H -19.6253 3.1797 2.0658
H -18.7597 2.2108 3.2122
C -14.4986 3.2800 5.5723
O -13.4581 2.9595 6.1976
N -14.6778 4.3455 4.8472
N -15.5759 2.5217 5.4830
H -15.5940 4.4888 4.4471
H -14.0677 5.1289 4.6626
H -15.6173 1.5866 5.8624
H -16.4602 2.8283 5.1034
C -12.2746 6.3451 -2.9562
O -11.7042 5.1741 -2.4617
C -12.3886 3.9387 -2.8392
C -12.0180 2.8707 -1.8109
N -12.3955 3.3523 -0.4341
C -11.8201 2.2775 0.4806
C -11.9806 2.6936 1.9335
O -10.9876 3.6313 2.2431
C -11.2337 4.2958 3.5130
H -11.4401 6.9161 -3.3634
H -12.8461 6.7872 -2.1401
H -13.0308 6.1672 -3.7208
H -12.1099 3.6793 -3.8605
H -13.4462 4.1801 -2.9456
H -10.9501 2.6529 -1.7972
H -12.4221 1.9018 -2.1041
H -11.9647 4.2629 -0.3607
H -10.8332 1.9083 0.2018
H -12.4560 1.3941 0.4231
H -11.9141 1.7897 2.5389
H -12.9281 3.2322 1.9489
H -11.9672 5.0879 3.3624
H -10.3044 4.7406 3.8688
H -11.5584 3.5317 4.2192
C -9.0567 5.0312 14.9998
O -9.0278 3.9811 13.9880
C -8.6207 4.4886 12.7140
C -8.2861 3.1894 11.7827
N -8.1609 3.5895 10.3890
C -7.7655 2.5966 9.4148
C -8.0621 3.1453 7.9853
O -9.3887 3.6718 7.9000
C -10.4245 2.6506 7.8719
H -9.5667 5.8846 14.5529
H -8.0413 5.3650 15.2134
H -9.3803 4.6497 15.9682
H -7.6910 5.0569 12.7430
H -9.4535 5.0232 12.2572
H -9.1437 2.5168 11.7987
H -7.4884 2.7292 12.3657
H -8.9320 4.0981 9.9806
H -8.3054 1.6762 9.6368
H -6.6924 2.4631 9.5519
H -7.8202 2.5360 7.1145
H -7.3886 4.0001 7.9232
H -10.1020 1.6690 7.5248
H -11.2447 3.1098 7.3200
H -10.8516 2.5124 8.8651
C -15.1633 0.6406 2.3227
O -15.4021 -0.5667 3.0127
C -14.5124 -0.8603 4.1459
C -14.8716 -2.2154 4.7720
N -14.2086 -3.2810 4.0446
C -14.3322 -4.5140 4.8019
C -15.7889 -5.0688 4.6849
O -15.9588 -6.2374 5.5581
C -16.2947 -5.9722 6.9045
H -14.4961 0.3687 1.5048
H -14.8562 1.4237 3.0158
H -16.0969 0.8224 1.7902
H -14.8412 -0.1482 4.9028
H -13.4557 -0.7678 3.8952
H -15.9556 -2.3127 4.7116
H -14.5848 -2.1575 5.8220
H -14.6187 -3.3692 3.1258
H -14.0562 -4.3453 5.8428
H -13.5470 -5.1780 4.4405
H -15.9952 -5.2310 3.6270
H -16.4826 -4.2651 4.9315
H -15.8247 -5.0756 7.3088
H -15.9662 -6.7468 7.5974
H -17.3606 -5.9079 7.1232
C -24.2798 7.7665 4.8174
O -23.0192 7.7597 5.6799
C -22.2725 6.6194 5.2376
C -21.0206 6.4096 6.1848
N -20.1569 7.5350 6.2332
C -19.1165 7.3953 7.2349
C -18.1343 6.2937 6.9161
O -17.2382 6.2671 8.0446
C -16.2850 5.2168 7.9558
H -24.8349 6.8803 5.1248
H -24.1437 7.7950 3.7363
H -24.9017 8.5648 5.2222
H -22.0963 6.7532 4.1703
H -22.8354 5.6865 5.2066
H -20.5929 5.4538 5.8820
H -21.3805 6.3798 7.2132
H -19.8420 7.9413 5.3639
H -19.5637 7.2260 8.2144
H -18.5359 8.3157 7.2977
H -17.7906 6.5240 5.9077
H -18.6115 5.3151 6.9692
H -15.7996 5.2290 8.9317
H -15.6338 5.5282 7.1391
H -16.7541 4.2645 7.7084
C -15.1342 -0.6355 8.5362
O -14.9627 -1.9983 8.2558
C -15.1142 -2.9753 9.3354
C -16.2648 -2.8550 10.3279
N -17.6115 -2.7470 9.7317
C -18.4863 -2.1667 10.7088
C -18.7622 -2.9128 12.0406
O -17.6694 -2.6909 12.8023
C -17.4789 -3.5439 13.9359
H -14.7090 -0.1106 7.6807
H -14.6571 -0.2513 9.4379
H -16.1479 -0.2548 8.6603
H -14.1788 -2.8418 9.8788
H -15.3285 -3.9736 8.9538
H -15.9747 -1.9842 10.9159
H -16.1959 -3.7030 11.0094
H -17.3226 -2.1580 8.9637
H -19.4576 -2.2255 10.2178
H -18.1227 -1.1484 10.8471
H -18.7655 -3.9667 11.7621
H -19.7529 -2.7317 12.4576
H -18.4520 -3.8414 14.3268
H -17.0572 -3.0073 14.7857
H -16.8256 -4.3954 13.7455
C -14.5810 7.5124 3.6407
O -14.5371 6.7276 2.5119
C -15.3181 6.9908 1.3384
C -14.6395 6.2513 0.2099
N -15.0344 4.7809 0.2096
C -16.1885 4.3844 -0.5597
C -16.1581 4.4015 -2.0594
O -17.4716 4.1725 -2.4348
C -17.4863 3.5479 -3.6923
H -14.0478 8.4202 3.3582
H -13.9174 7.2767 4.4727
H -15.6405 7.7477 3.7414
H -15.2948 8.0535 1.0975
H -16.3523 6.6659 1.4523
H -13.5572 6.3355 0.3074
H -14.8995 6.7210 -0.7387
H -14.2172 4.2803 -0.1094
H -16.9973 5.0067 -0.1767
H -16.5670 3.4131 -0.2412
H -15.5278 3.5596 -2.3458
H -15.6617 5.3117 -2.3959
H -18.5691 3.5250 -3.8149
H -17.0806 2.5362 -3.6806
H -16.9348 4.0949 -4.4570
*
```